1.
# C30H29F6N4O

A 2-piece molecular cluster, C30H29F6N4O overall (the ωB97M-V functional and the def2-TZVPD basis, the OMol25 dataset).

Structure (XYZ):
```
70
Properties=species:S:1:pos:R:3:forces:R:3:mulliken_charge:R:1
O 1.420517 2.330469 2.351414 -0.44 1.17 -0.25 -0.670
C 0.977478 3.445796 2.070576 0.11 -0.55 -0.03 0.630
N 1.782946 4.495187 1.714259 -0.06 0.08 0.13 -0.098
C 3.231057 4.369333 1.652422 -0.12 0.23 -0.09 -1.386
C 3.709467 3.886222 0.281183 -1.12 -0.44 -0.36 0.409
C 3.662162 4.963089 -0.831134 0.19 -0.16 0.65 -0.672
C 4.870210 4.642908 -1.730705 -0.20 -0.28 -0.13 -0.648
C 5.781565 3.718927 -0.894934 0.55 -0.18 -0.17 -0.349
N 5.078796 3.489299 0.344581 0.74 0.55 0.62 -0.153
N -0.379985 3.789955 2.043332 0.77 0.18 0.08 -0.115
C -1.449744 2.934830 2.300174 -0.92 -0.60 -0.01 0.598
C -2.735862 3.289935 1.840505 0.54 -0.24 0.05 -0.881
C -3.795597 2.402795 1.984701 0.03 -0.04 0.19 0.088
C -5.146851 2.737194 1.394081 -0.87 0.11 -0.24 0.879
F -6.167078 2.414081 2.248455 0.91 0.26 -0.79 -0.257
F -5.279441 4.063737 1.094461 0.16 -1.09 0.24 -0.270
F -5.366958 2.042628 0.232339 0.17 0.60 1.00 -0.244
C -3.631168 1.180527 2.635845 0.20 0.07 0.01 -1.254
C -2.372173 0.859563 3.144507 -0.16 0.25 -0.14 0.196
C -2.209988 -0.451142 3.882500 -0.14 -0.65 0.41 0.801
F -0.931283 -0.661995 4.312723 -1.04 0.14 -0.34 -0.258
F -3.023878 -0.503912 4.988210 0.80 -0.01 -1.04 -0.254
F -2.553245 -1.519937 3.092755 0.33 0.93 0.74 -0.261
C -1.288465 1.718347 2.985383 0.03 0.06 -0.08 -0.588
H 1.376628 5.413434 1.598802 0.15 -0.26 0.05 0.254
H 3.656780 5.367531 1.831885 -0.01 -0.32 0.11 0.463
H 3.573747 3.684191 2.441192 -0.17 0.17 -0.22 0.272
H 3.063706 3.029490 -0.016546 0.05 0.35 0.12 0.260
H 2.698586 4.945406 -1.349685 0.27 0.07 0.01 0.322
H 3.797006 5.950872 -0.371180 -0.10 -0.13 -0.09 0.313
H 4.538807 4.111674 -2.627264 0.11 0.18 0.04 0.257
H 5.393871 5.553903 -2.030205 -0.10 -0.20 -0.07 0.313
H 6.013938 2.772835 -1.412062 -0.16 0.19 -0.13 0.204
H 6.749212 4.203776 -0.697504 -0.09 0.00 -0.07 0.165
H 5.270310 2.637388 0.849066 -0.35 0.12 -0.48 0.057
H -0.588912 4.697318 1.642151 -0.15 -0.38 0.15 0.239
H -2.893465 4.245011 1.344522 0.02 -0.18 0.03 0.454
H -4.464759 0.495395 2.754226 0.09 0.11 -0.04 0.442
H -0.310890 1.442377 3.362772 -0.24 0.06 -0.09 0.741
C 10.711162 1.540277 -0.938592 0.39 0.42 -0.36 -0.876
N 9.552436 0.978717 -0.271453 -1.63 1.50 0.68 0.151
C 8.546157 1.701035 0.292877 1.55 -0.77 -0.29 -1.191
C 7.673600 0.834936 0.992711 -1.02 -0.12 0.32 1.346
C 6.559400 1.234883 1.746625 1.33 -0.66 0.33 -1.420
C 5.531262 0.326937 2.196404 -0.68 -0.38 0.13 1.338
C 5.077536 -0.736235 1.370763 0.14 -0.08 0.10 -0.608
C 4.169828 -1.679566 1.847088 0.12 0.21 -0.06 -0.657
C 3.677494 -1.583501 3.156843 0.35 0.30 -0.15 -0.481
C 4.063385 -0.505998 3.966341 0.01 0.03 -0.04 -0.726
C 4.942966 0.458697 3.483132 0.23 0.08 -0.26 -0.348
C 8.235241 -0.513008 0.829107 0.59 -0.14 -0.53 0.823
C 8.003377 -1.743195 1.428132 0.13 -0.58 -0.07 -0.072
C 8.846234 -2.824090 1.124680 -0.04 0.38 0.02 -0.904
C 9.962586 -2.668986 0.287574 -0.12 0.56 -0.21 -0.677
C 10.264303 -1.415570 -0.266901 -0.26 -0.36 0.15 -0.961
C 9.384131 -0.377916 0.012734 -0.20 -0.33 0.76 0.276
H 11.338566 0.722892 -1.301106 -0.17 0.31 0.01 0.271
H 10.403190 2.169168 -1.783349 0.06 -0.25 0.19 0.341
H 11.300455 2.155789 -0.243807 -0.22 -0.27 -0.14 0.351
H 8.494966 2.783813 0.213729 0.06 -0.26 -0.10 0.552
H 6.599709 2.244989 2.174457 -0.26 -0.21 -0.36 0.555
H 5.464879 -0.817506 0.350855 -0.15 0.01 0.36 0.562
H 3.856815 -2.502998 1.198806 0.08 0.36 0.24 0.480
H 2.997366 -2.344906 3.540105 0.15 0.27 -0.10 0.471
H 3.670906 -0.423928 4.982608 0.12 0.03 -0.39 0.431
H 5.238518 1.308574 4.102439 -0.14 -0.29 -0.07 0.420
H 7.184792 -1.858282 2.131541 0.13 -0.16 -0.19 0.492
H 8.638925 -3.804377 1.553506 0.07 0.31 -0.04 0.404
H 10.611203 -3.516824 0.076960 -0.17 0.19 0.07 0.403
H 11.144804 -1.242202 -0.885120 -0.21 -0.28 0.24 0.259
```
Forces are in eV/Å.

As for the spin multiplicity: 1. The HOMO energy comes out at -10.66 eV. As for the net charge: +1. For the gap between HOMO and LUMO, the calculation gives 5.502 eV. The calculation puts the total energy at -55888.8263 eV.

=====

2.
# C30H29FFeI2N6O6

C30H29FFeI2N6O6 as an isolated structure (the ωB97M-V functional and the def2-TZVPD basis, the OMol25 dataset).

Structure (XYZ):
```
75
Properties=species:S:1:pos:R:3:forces:R:3:mulliken_spin:R:1
Fe -0.083079 -0.852458 -0.230145 0.26 -0.24 -0.20 1.057
I -7.385071 0.782156 -0.289951 0.02 0.00 -0.01 0.000
C -5.348702 0.511113 -0.650135 0.02 -0.03 0.02 0.005
C -4.679111 1.344378 -1.531562 0.02 0.02 -0.02 -0.003
C -3.324245 1.159640 -1.735585 -0.08 0.07 0.05 -0.002
I -2.310177 2.440644 -3.030176 0.03 0.03 -0.02 0.000
C -2.582215 0.151263 -1.094710 -0.02 0.18 0.11 0.000
O -1.289783 0.088840 -1.328361 -0.24 -0.52 -0.09 0.000
C -3.298454 -0.700273 -0.218573 0.05 -0.07 -0.09 0.010
C -2.656839 -1.908033 0.417909 0.15 0.23 0.02 -0.004
N -1.353032 -1.577251 1.060968 -0.61 -0.32 0.22 -0.031
C -1.527616 -0.703534 2.243091 0.05 -0.18 -0.03 -0.001
C -1.111778 0.688642 1.899268 0.08 0.19 0.04 0.008
C -1.478267 1.805025 2.635595 -0.03 -0.03 0.00 -0.002
C -0.970502 3.035950 2.269079 -0.03 0.03 0.03 0.004
C -0.112194 3.119594 1.181227 0.01 -0.01 -0.02 -0.003
C 0.195181 1.967752 0.490794 -0.08 0.03 -0.05 0.014
N -0.299712 0.781798 0.849259 0.09 0.21 0.30 -0.028
C -4.656809 -0.500019 -0.006989 -0.03 0.02 0.04 0.000
H -5.203107 2.137763 -2.046131 0.01 0.00 -0.01 0.000
H -3.324029 -2.318015 1.179360 -0.05 -0.01 -0.03 -0.001
H -2.461109 -2.677146 -0.325500 0.08 0.00 -0.03 -0.001
H -0.912414 -2.445366 1.355141 0.00 -0.01 -0.08 0.003
H -2.561217 -0.732810 2.589886 -0.01 0.03 0.03 0.000
H -0.892842 -1.072661 3.051837 0.04 0.01 -0.03 0.000
H -2.155378 1.700112 3.472341 0.01 0.00 0.00 0.000
H -1.244663 3.925436 2.820667 0.00 -0.01 0.00 0.000
H 0.301223 4.065707 0.863600 0.00 -0.01 -0.01 0.000
H 0.832920 1.964330 -0.381187 -0.01 0.00 0.01 -0.002
H -5.182730 -1.162922 0.670111 0.00 0.00 -0.01 0.000
F 5.586928 2.094972 -2.404185 0.00 0.01 -0.02 0.000
C 4.757669 1.266481 -3.078426 0.04 -0.04 0.04 0.000
C 3.628749 0.808786 -2.465365 -0.01 0.00 -0.01 0.001
C 2.805185 -0.102191 -3.131382 -0.01 0.01 0.01 0.002
C 1.616165 -0.616184 -2.451072 -0.08 0.01 -0.10 0.000
O 1.302492 -0.111144 -1.353580 0.20 -0.03 -0.18 -0.021
C 0.910186 -1.651854 -3.122700 -0.04 0.14 0.03 0.014
C 1.287924 -1.991967 -4.383671 0.06 0.03 -0.13 0.000
N 2.328777 -1.452545 -5.056630 -0.04 -0.03 0.03 0.001
C 2.636948 -1.910084 -6.393431 -0.03 0.02 -0.02 0.000
C 1.509792 -2.102318 -7.357742 0.02 0.01 0.02 0.000
C 2.457785 -0.954803 -7.539737 0.00 -0.03 0.03 0.000
C 3.145401 -0.534365 -4.418547 0.00 0.02 0.00 -0.005
C 4.294567 -0.024140 -5.035859 -0.02 0.05 -0.04 0.000
C 5.109148 0.874193 -4.376732 -0.01 0.03 0.02 0.000
N 6.281998 1.344204 -5.036516 0.02 -0.06 -0.10 0.000
C 6.767327 2.681081 -4.756352 -0.03 0.04 0.01 0.000
C 7.623907 3.149202 -5.916565 0.05 -0.04 -0.03 0.000
N 8.765717 2.176430 -6.089262 -0.02 -0.01 0.03 0.000
C 8.265007 0.771492 -6.314658 0.00 0.08 -0.02 0.000
C 7.367726 0.388478 -5.154919 0.04 0.00 0.10 0.000
C -0.245392 -2.435568 -2.540459 0.22 -0.32 0.25 -0.008
O -0.888957 -3.149315 -3.283053 -0.10 0.02 -0.04 0.012
O -0.375250 -2.397957 -1.252961 -0.10 0.09 -0.49 -0.003
H 3.382641 1.107280 -1.454503 0.01 0.00 0.00 0.001
H 0.712645 -2.744111 -4.906595 -0.01 -0.01 0.02 0.000
H 3.462645 -2.610576 -6.435316 0.00 -0.01 0.01 0.000
H 0.511680 -1.865380 -7.017218 0.00 -0.01 -0.01 0.000
H 1.576252 -2.945883 -8.028463 -0.01 0.00 0.00 0.000
H 2.082788 0.029747 -7.294587 0.01 0.01 -0.02 0.000
H 3.175471 -0.995458 -8.347341 0.00 0.02 0.00 0.000
H 4.542066 -0.308269 -6.048771 0.01 0.00 0.01 0.000
H 7.351272 2.741348 -3.826437 0.01 -0.01 0.00 0.000
H 5.930872 3.369142 -4.650870 -0.02 -0.01 0.00 0.000
H 8.054320 4.133037 -5.741629 -0.01 0.01 0.02 0.000
H 7.069422 3.144415 -6.852911 -0.01 0.01 0.00 0.000
H 9.338533 2.190123 -5.241631 0.01 0.00 0.01 0.000
H 9.371519 2.467611 -6.856476 -0.02 0.00 -0.03 0.000
H 9.130670 0.119204 -6.407902 0.00 -0.01 0.02 0.000
H 7.709285 0.792736 -7.250225 0.01 -0.02 -0.01 0.000
H 7.966675 0.332018 -4.229598 0.00 -0.01 0.00 0.000
H 6.972075 -0.608300 -5.337389 -0.02 0.00 -0.02 0.000
O 1.279258 -2.096273 0.581588 -0.04 0.53 0.37 -0.021
N 2.208191 -1.504260 1.248336 -0.27 0.04 -0.10 -0.003
O 2.031572 -0.305786 1.367711 0.46 -0.14 0.19 0.011
```
Forces are in eV/Å.

As for the spin multiplicity: 2. Its energy above the lowest of the compared OMol25 structures with the same formula, charge and spin is 0.0 kcal/mol. The HOMO energy (alpha / beta) comes out at -8.97 / -8.97 eV. As for the net charge: +1. For the gap between HOMO and LUMO (alpha / beta), the calculation gives 5.619 / 5.626 eV. As for the expectation value of S²: 0.769. The calculation puts the total energy at -106105.2069 eV.

=====

3.
# C30H29GaN9OPS3Se

C30H29GaN9OPS3Se as an isolated structure (the ωB97M-V functional and the def2-TZVPD basis, the OMol25 dataset).

Structure (XYZ):
```
75
Properties=species:S:1:pos:R:3:forces:R:3:mulliken_charge:R:1
Ga -0.733020 -0.425754 -0.405839 0.17 0.30 0.11 0.814
S -3.177630 1.715255 1.728304 0.36 0.22 -0.03 -0.169
C -1.692746 1.056132 2.453958 -0.46 -0.35 0.00 0.750
S -1.522596 -0.605709 2.607686 0.31 -0.01 0.20 -0.338
C -0.768159 2.015101 2.849392 -0.22 0.12 -0.18 -0.018
C 0.463032 1.678456 3.443647 0.21 -0.21 0.10 -0.049
N 1.504836 1.459426 3.887362 -0.04 -0.05 0.17 -0.657
C -1.011642 3.395687 2.645315 0.00 0.36 -0.08 -0.062
N -1.202112 4.516715 2.449791 -0.04 -0.04 0.01 -0.544
S -3.476709 -1.569145 -4.480769 -0.01 0.12 0.05 -0.244
C -2.714983 -1.715529 -2.929442 -0.12 0.13 -0.13 -0.299
N -2.596784 -0.634262 -2.250531 -0.03 -0.19 0.11 0.180
C -3.121535 0.448639 -2.926131 -0.26 -0.05 -0.51 -0.153
C -3.159940 1.763656 -2.465812 0.01 -0.05 0.15 -0.514
C -3.784291 2.717082 -3.241229 0.04 0.05 0.13 -0.761
C -4.354023 2.386894 -4.473519 -0.02 -0.01 -0.10 -0.446
C -4.289436 1.099636 -4.967318 -0.02 0.04 -0.08 -0.543
C -3.670927 0.133884 -4.183284 0.12 -0.16 0.22 0.832
H -2.362814 -2.674531 -2.577618 0.03 -0.05 -0.02 0.356
H -2.723764 2.003708 -1.504748 -0.06 0.05 0.06 0.318
H -3.847168 3.734890 -2.881129 0.00 0.02 0.00 0.461
H -4.861169 3.151856 -5.045018 0.03 0.02 -0.04 0.403
H -4.711174 0.848157 -5.930479 -0.06 0.01 0.00 0.430
C 2.566459 1.470929 0.948991 0.14 0.01 0.01 -1.950
C 2.576294 -0.013982 0.884629 -0.02 0.02 -0.05 0.725
N 1.625378 -0.760648 0.365787 0.12 0.12 -0.08 0.161
C 2.048562 -2.063081 0.461559 0.09 0.05 0.00 -0.871
C 3.275638 -2.102850 1.040755 -0.01 -0.21 -0.06 -0.539
N 3.606415 -0.793847 1.312877 -0.24 -0.04 0.03 0.422
C 4.831009 -0.357003 1.961505 0.14 0.08 -0.13 -0.966
N 5.235808 -1.256030 2.995341 -0.13 0.02 0.36 0.692
N 6.319196 -2.051788 2.814505 0.07 0.09 -0.37 -0.640
N 6.533851 -2.731746 3.864205 0.23 -0.25 0.10 -0.558
C 5.586093 -2.410617 4.807768 -0.48 0.49 -0.22 0.115
C 5.397779 -2.862514 6.114954 0.03 -0.01 -0.03 -0.722
C 4.338490 -2.329394 6.811144 0.08 -0.15 0.12 -0.491
C 3.477982 -1.376802 6.238158 -0.01 0.10 -0.11 -0.619
C 3.647853 -0.914929 4.951998 -0.14 0.11 -0.01 -0.492
C 4.726454 -1.447355 4.251197 0.38 -0.42 0.17 0.948
H 1.631089 1.831692 0.525990 -0.01 0.03 0.02 0.209
H 3.398068 1.900330 0.387027 0.00 0.00 -0.06 0.434
H 2.626044 1.815972 1.981155 0.02 0.02 -0.09 0.521
H 1.437313 -2.870515 0.095765 0.03 -0.11 0.05 0.538
H 3.931319 -2.918243 1.288998 0.01 -0.02 0.04 0.500
H 4.664860 0.640610 2.370528 -0.01 -0.05 -0.03 0.573
H 5.654055 -0.334199 1.243852 -0.05 0.05 0.07 0.195
H 6.066253 -3.593097 6.547545 -0.01 -0.03 0.02 0.423
H 4.152946 -2.650265 7.827192 0.01 -0.01 0.02 0.364
H 2.658434 -0.988571 6.827055 -0.03 0.00 0.00 0.441
H 2.975943 -0.184368 4.524802 -0.03 0.06 -0.01 0.676
Se -4.206114 -0.194013 1.322333 -0.24 -0.45 -0.02 0.130
C -5.739401 0.571898 0.456644 0.14 0.31 0.01 0.565
C -6.145850 1.893425 0.604781 0.08 -0.09 -0.03 -0.192
C -7.209367 2.344471 -0.160820 0.01 0.02 -0.01 -0.505
N -7.887072 1.579660 -1.007640 -0.22 0.05 -0.07 -0.595
C -7.536088 0.299801 -1.088286 -0.02 -0.03 0.01 -0.388
C -6.476378 -0.250949 -0.389521 0.14 -0.02 0.07 -0.555
H -5.647502 2.560826 1.292994 -0.01 0.07 -0.04 0.472
H -7.528741 3.379207 -0.098202 0.02 0.01 0.05 0.367
H -8.132349 -0.309566 -1.758990 0.06 -0.06 0.00 0.357
H -6.216605 -1.296777 -0.503700 -0.01 0.02 -0.10 0.374
C 0.959025 -1.159430 -5.164896 0.13 0.16 0.33 -1.140
P 1.416523 -0.654368 -3.483440 0.39 0.07 -0.21 1.066
C 2.948934 -1.532842 -3.075195 -0.27 0.21 -0.12 -0.919
C 1.836831 1.107828 -3.563643 -0.08 -0.37 0.00 -1.105
O 0.330859 -0.933479 -2.496849 -0.30 -0.14 0.23 -0.553
H 1.724742 -0.855391 -5.877715 0.01 -0.02 -0.05 0.376
H 0.008637 -0.693780 -5.424291 -0.01 0.03 0.00 0.302
H 0.839401 -2.241653 -5.194286 0.00 -0.01 0.01 0.346
H 3.768747 -1.246581 -3.731951 0.02 0.00 -0.05 0.403
H 2.770784 -2.604014 -3.159489 0.01 -0.03 0.01 0.315
H 3.205283 -1.304020 -2.041165 0.01 0.01 0.04 0.086
H 2.642833 1.283707 -4.274188 0.03 0.04 -0.01 0.403
H 2.142756 1.433331 -2.569599 0.03 0.00 0.02 0.211
H 0.955278 1.674779 -3.860756 -0.03 0.00 -0.01 0.340
```
Forces are in eV/Å.

As for the spin multiplicity: 1. Its energy above the lowest of the compared OMol25 structures with the same formula, charge and spin is 70.4 kcal/mol. The HOMO energy comes out at -7.33 eV. For the gap between HOMO and LUMO, the calculation gives 7.173 eV. The calculation puts the total energy at -206556.7959 eV.

=====

Q: Which formula does entry 3 have?
A: C30H29GaN9OPS3Se

=====

Q: Among the records above, which one has the highest total energy?
A: C30H29F6N4O

=====

Q: Which value of total energy does entry 2 give?
A: -106105.2069 eV

=====

Q: Among the records above, which one has the lowest total energy?
A: C30H29GaN9OPS3Se